This record from the OMol25 dataset describes a molecular structure, C5H6N2. The level of theory is wB97M-V/def2-TZVPD.

```
13
Properties=species:S:1:pos:R:3:forces:R:3
C -1.376375 -0.599444 -0.119469 -0.29 -0.16 0.05
C -1.074011 0.813590 0.445852 -0.05 0.09 0.04
C 0.264248 0.574886 -0.169150 -0.16 0.25 0.21
N 1.493500 1.252640 -0.652995 0.18 -0.29 0.15
C 2.122072 0.160265 -0.392524 0.16 0.19 -0.15
C 0.963678 -0.684912 0.091511 0.11 -0.14 0.30
N -0.104777 -0.617400 -0.957409 0.03 0.01 -0.13
H -2.253955 -0.657076 -0.763187 0.18 0.01 0.05
H -1.413008 -1.399503 0.626127 -0.01 0.10 -0.13
H -1.654231 1.591422 -0.055370 0.07 -0.13 0.03
H -1.069358 0.979317 1.525999 -0.12 -0.04 -0.15
H 3.191784 -0.012316 -0.481241 -0.12 -0.06 -0.23
H 0.910430 -1.401473 0.901859 0.01 0.16 -0.05
```
Forces are in eV/Å.

Values from the calculation:
total energy: -303.47877 a.u.
charge: 0
HOMO-LUMO gap: 0.3636 Ha
LUMO energy: 0.99 eV
energy relative to the best compared isomer or geometry (same formula, charge and spin): 4.280 eV

These are the Mulliken partial charges, in e, on atoms 1 to 4:
1 C -0.42
2 C -0.42
3 C 0.58
4 N -0.66